C24H66N6O6 | ωB97M-V with the def2-TZVPD basis set

Last column: Löwdin charge in e.
CARTESIAN COORDINATES (ANGSTROEM)
C 4.7086 0.2173 2.6402  -0.08
C 4.5626 1.2753 1.6622  -0.45
C 3.7586 0.7853 0.3712  -0.19
O 4.3996 -0.3447 -0.1848  -0.16
C 3.9066 -0.6077 -1.4948  -0.11
N 3.9296 2.4173 2.2002  0.04
H 5.2586 0.5813 3.5082  0.09
H 5.3186 -0.5687 2.3212  0.07
H 3.7556 -0.1877 3.0302  0.08
H 5.5926 1.6383 1.4792  0.15
H 3.7366 1.5973 -0.3198  0.10
H 2.7346 0.5323 0.5662  0.08
H 2.8276 -0.7177 -1.4958  0.06
H 4.3556 -1.5527 -1.8468  0.08
H 4.2236 0.0213 -2.3498  0.10
H 3.0116 2.0913 2.4532  0.02
H 3.7486 3.1313 1.4462  0.08
C -1.9334 -1.2247 -3.9708  -0.05
C -1.8994 -0.6897 -2.5218  -0.42
C -1.2784 0.6483 -2.3188  -0.17
O 0.1256 0.3203 -2.3248  -0.21
C 1.0206 1.3993 -2.1908  -0.08
N -3.3354 -0.6517 -2.1398  0.07
H -2.2334 -2.2707 -4.0898  0.08
H -0.8464 -1.1617 -4.3948  0.10
H -2.5064 -0.5387 -4.5198  0.05
H -1.4714 -1.3567 -1.8208  0.07
H -1.5464 0.9273 -1.3328  0.07
H -1.5494 1.4313 -2.9598  0.13
H 0.5016 2.3293 -2.2948  0.07
H 1.8326 1.1933 -2.8838  0.09
H 1.6146 1.2993 -1.2628  0.06
H -3.5034 -0.6327 -1.2048  -0.04
H -3.6674 0.2013 -2.4768  0.04
C -5.0294 0.6163 2.4382  -0.05
C -4.8144 1.5213 1.1882  -0.40
C -3.9394 2.7123 1.6392  -0.25
O -4.6794 3.4253 2.5362  -0.18
C -5.6804 4.2793 1.9542  -0.08
N -4.0034 0.7963 0.2172  0.02
H -5.6574 1.2663 2.9902  0.05
H -4.2424 0.1763 3.0812  0.09
H -5.6074 -0.1847 1.9302  0.08
H -5.7744 1.6263 0.6742  0.14
H -3.7734 3.3403 0.7802  0.11
H -3.0534 2.3303 2.0372  0.10
H -6.3284 3.8053 1.1462  0.10
H -5.3294 5.2333 1.5432  0.08
H -6.3314 4.5633 2.7592  0.08
H -3.0664 0.6353 0.5402  0.01
H -4.0844 1.3933 -0.6138  0.08
C -0.6384 3.5333 0.2622  -0.05
C 0.6556 3.7783 1.0512  -0.40
C 0.6176 3.0143 2.3562  -0.16
O 1.0386 1.6503 2.1672  -0.28
C 0.9546 0.9793 3.3512  -0.13
N 1.9276 3.5373 0.3842  0.02
H -1.0874 2.5403 0.1682  0.04
H -0.3534 3.9673 -0.7468  0.09
H -1.5254 4.1483 0.6252  0.09
H 0.7606 4.8563 1.1642  0.14
H -0.3714 3.1403 2.8502  0.15
H 1.3286 3.3763 3.0712  0.12
H -0.0654 1.0233 3.6952  0.10
H 1.5676 1.5513 4.0632  0.11
H 1.2776 -0.0437 3.2652  0.09
H 2.2676 2.5333 0.5002  0.04
H 2.0136 3.7873 -0.6238  0.10
C -0.7284 -4.1867 -2.0248  -0.04
C 0.6996 -3.7087 -2.2518  -0.45
C 1.5276 -4.8487 -2.7078  -0.23
O 2.7996 -4.3887 -3.0938  -0.18
C 3.7646 -4.4887 -2.0818  -0.10
N 0.7386 -2.6047 -3.1888  0.10
H -1.4934 -3.4777 -2.0018  0.03
H -0.8154 -4.7287 -1.0378  0.10
H -1.0284 -5.0337 -2.7268  0.10
H 1.1556 -3.4137 -1.2968  0.11
H 1.1156 -5.2037 -3.6498  0.13
H 1.4376 -5.7427 -2.0818  0.14
H 3.1266 -4.1777 -1.2728  0.06
H 4.5386 -3.7377 -2.2728  0.08
H 4.3466 -5.4257 -1.9348  0.10
H 1.6636 -2.4647 -3.4558  0.05
H 0.3316 -1.7527 -2.7838  0.04
C -2.1774 -2.0487 0.9222  -0.02
C -0.9804 -1.2167 1.3252  -0.41
C 0.3626 -1.4697 0.5892  -0.16
O 1.0066 -2.5987 1.1732  -0.19
C 2.3896 -2.6037 1.0962  -0.10
N -1.2294 0.1683 1.0992  0.05
H -3.0244 -1.8117 1.5272  0.06
H -1.9804 -3.1387 1.0752  0.10
H -2.5404 -1.8747 -0.0978  0.06
H -0.7804 -1.3687 2.3392  0.12
H 0.9856 -0.5657 0.7782  0.11
H 0.1896 -1.5057 -0.5208  0.12
H 2.6996 -3.6567 1.2532  0.10
H 2.7906 -2.0037 1.9502  0.09
H 2.6276 -2.2787 0.0702  0.07
H -1.2254 0.2513 0.0642  0.05
H -0.4184 0.6643 1.4972  0.05

Results
structure (SMILES)	COC[C@H](C)N.COC[C@H](C)N.COC[C@H](C)N.COC[C@H](C)N.COC[C@H](C)N.COC[C@H](C)N
HOMO-LUMO gap	9.1	eV
molecular weight	534.83	g/mol
spin multiplicity	1
total charge	0
DFT total energy	-47176.486	eV
energy above the lowest of the compared OMol25 structures with the same formula, charge and spin	120.6	kcal/mol
HOMO energy	-8.591	eV

---

C20H28N2O3S | ωB97M-V with the def2-TZVPD basis set

Last column: natural (NBO) charge in e.
CARTESIAN COORDINATES (ANGSTROEM)
C 5.3761 2.9907 -0.0601  -0.62
C 5.8331 1.5399 -0.0257  -0.06
H 6.3957 1.2988 -0.9385  0.17
H 6.4848 1.3699 0.8435  0.17
O 4.6774 0.7348 0.0623  -0.53
C 4.8085 -0.6282 0.0514  0.35
C 6.0267 -1.2853 0.0222  -0.30
C 6.0867 -2.6710 -0.0270  -0.22
C 4.9214 -3.4068 -0.0419  -0.22
C 3.6967 -2.7610 0.0056  -0.24
C 3.6063 -1.3740 0.0552  0.10
N 2.3839 -0.7006 0.0291  -0.44
C 1.1998 -1.4056 -0.4007  -0.22
C 0.1673 -0.3843 -0.8777  -0.23
N -0.1660 0.5315 0.2010  -0.47
C 1.0369 1.2287 0.6246  -0.22
C 2.0680 0.2131 1.1062  -0.22
H 2.9706 0.7316 1.4201  0.23
H 1.6518 -0.3370 1.9676  0.17
H 0.7818 1.9048 1.4441  0.20
H 1.4740 1.8170 -0.1985  0.17
C -1.2609 1.4245 -0.1373  -0.23
H -1.2399 2.2649 0.5618  0.20
C -2.5965 0.6855 0.0501  0.05
O -2.5670 -0.0228 1.2669  -0.74
H -1.6346 -0.2507 1.4185  0.49
C -3.7696 1.6806 0.0508  -0.07
O -4.9911 1.1147 -0.3422  -0.53
C -5.5417 0.2337 0.6146  -0.10
C -6.8152 -0.3294 0.0830  -0.21
C -7.4211 -0.0811 -1.1062  -0.26
C -8.6284 -0.8006 -1.2725  -0.25
C -8.9202 -1.5836 -0.2066  -0.41
S -7.7243 -1.4619 1.0289  0.41
H -9.7616 -2.2302 -0.0575  0.23
H -9.2465 -0.7320 -2.1498  0.22
H -7.0110 0.5953 -1.8325  0.23
H -4.8362 -0.5765 0.8482  0.21
H -5.7319 0.7778 1.5561  0.18
H -3.5738 2.4696 -0.6795  0.19
H -3.8509 2.1222 1.0545  0.18
H -2.7581 -0.0190 -0.7828  0.16
H -1.1870 1.8215 -1.1612  0.18
H -0.7360 -0.9085 -1.1942  0.21
H 0.5784 0.1616 -1.7442  0.18
H 1.4529 -2.0641 -1.2331  0.22
H 0.7576 -2.0049 0.4132  0.17
H 2.7953 -3.3534 0.0143  0.21
H 4.9556 -4.4852 -0.0806  0.21
H 7.0480 -3.1605 -0.0578  0.21
H 6.9481 -0.7246 0.0206  0.22
H 4.8254 3.2297 0.8458  0.21
H 6.2369 3.6486 -0.1383  0.21
H 4.7239 3.1520 -0.9139  0.21

Results
structure (SMILES)	CCOc1ccccc1N1CCN(C[C@@H](O)COCc2cccs2)CC1
HOMO-LUMO gap	8.6	eV
molecular weight	376.52	g/mol
spin multiplicity	1
total charge	0
DFT total energy	-41151.224	eV
energy above the lowest of the compared OMol25 structures with the same formula, charge and spin	37.8	kcal/mol
HOMO energy	-7.820	eV

---

C49H32Cl3F15GeN7O6RbS3 | ωB97M-V with the def2-TZVPD basis set

Last column: Löwdin charge in e.
CARTESIAN COORDINATES (ANGSTROEM)
Rb 0.0237 -0.3838 1.3569  0.57
C -2.9387 -2.0526 6.2774  -0.02
C -2.4848 -1.1296 5.1389  -0.30
N -1.2325 -1.0071 4.7788  0.09
O -0.2232 -1.6438 5.6934  -0.06
C -3.3567 -1.5905 2.8999  -0.06
C -3.4420 -2.4780 1.9044  -0.04
N -3.3114 -0.8989 3.9451  0.13
O -3.3589 0.4405 0.3781  -0.24
H -3.9946 -1.9141 6.6192  0.09
H -2.3651 -1.8742 7.1765  0.06
H -2.7024 -3.1026 6.1069  0.08
H 0.4938 -1.5546 5.0549  0.07
H -3.8798 -2.2860 0.8742  0.12
H -7.8716 -1.6339 -1.3327  0.00
H -3.0558 0.6869 1.4564  0.13
S 5.4473 -2.4986 0.8829  1.06
C 6.9836 -3.0542 0.4165  -0.40
C 7.0689 -4.4301 0.5322  -0.19
C 5.8262 -5.0220 0.8375  -0.12
C 4.8319 -4.0685 1.1167  -0.48
C 3.4016 -4.1963 1.2377  -0.23
C 2.6099 -3.1856 1.8232  -0.06
N 1.3088 -3.4250 2.0819  0.13
C 0.7890 -4.6191 1.6207  -0.14
C 1.4325 -5.4213 0.6989  -0.19
C 0.8038 -6.2073 -0.2554  -0.04
C -0.5342 -6.3751 -0.3441  0.01
C -1.2467 -5.6060 0.6140  -0.17
C -2.5803 -5.5158 0.3529  -0.02
C -3.3607 -4.5237 0.8061  -0.23
C -2.7116 -3.7970 1.8704  -0.15
N -1.3723 -3.7918 2.0043  0.17
C -0.6102 -4.8529 1.5550  -0.14
C -4.7374 -4.7216 0.6696  -0.49
C -5.7918 -3.9342 0.3093  -0.26
C -7.0808 -4.5321 0.3038  -0.28
C -7.0434 -5.9341 0.4174  -0.52
S -5.4506 -6.3604 0.9504  0.86
C 2.7816 -5.2158 0.5824  0.03
H 7.7138 -2.3779 0.0468  0.05
H 7.9635 -4.9940 0.3624  0.09
H 5.5961 -6.0627 0.8658  0.10
H 2.9573 -2.1458 2.0314  0.11
H 1.5101 -6.6725 -0.9443  0.11
H -1.0587 -7.0013 -1.0585  0.12
H -2.8874 -6.1675 -0.4296  0.11
H -4.4085 0.2690 0.4929  0.10
H -5.5820 -3.0235 -0.2077  0.05
H -7.9538 -2.4156 -0.9630  -0.03
H -7.6072 -6.8668 0.4848  0.00
H 3.3070 -5.8592 -0.1128  0.13
H 3.2329 -1.4821 -3.1870  0.08
O -0.7617 4.2794 3.2278  -0.16
N -0.7424 3.2036 2.8130  -0.27
Cl 6.1499 0.2065 2.8853  0.47
C 4.5578 0.7286 3.5584  -1.39
Cl 4.3013 0.0505 5.2969  0.41
Cl 4.6948 2.4876 3.7559  0.52
C 3.0239 0.5540 2.6078  -0.77
O 3.3415 0.8302 1.4053  -0.10
O 1.9791 0.3950 3.1997  -0.13
F 3.0634 5.3482 0.4629  0.09
C 2.2569 5.9921 1.3272  -0.19
C 0.9159 6.0182 0.9378  -0.12
C 0.1686 7.1383 1.3614  -0.19
F -0.9373 7.4966 0.6789  0.08
C 0.5688 7.9856 2.4134  -0.13
F -0.2348 8.8281 3.0556  0.12
C 1.8381 7.7279 2.9072  -0.17
F 2.1659 8.1768 4.1004  0.13
C 2.7229 6.8187 2.3403  -0.09
F 3.8575 6.8891 3.1141  0.07
Ge 0.0879 4.7421 -0.3405  0.82
S -0.8557 2.8762 0.6011  0.27
C 1.3960 4.5884 -1.7983  -0.14
C 1.9031 3.4427 -2.3326  -0.17
F 1.3719 2.2290 -1.9437  0.05
C 2.9853 3.4281 -3.1879  -0.10
F 3.5028 2.2529 -3.6838  0.08
C 3.6049 4.6101 -3.4781  -0.12
F 4.5925 4.5727 -4.3960  0.11
C 3.1125 5.8203 -3.0105  -0.14
F 3.6401 6.9383 -3.5306  0.12
C 1.9844 5.7626 -2.2510  -0.18
F 1.4780 6.9801 -1.7524  0.04
C -1.7261 5.3567 -0.9350  -0.16
C -1.9912 5.6214 -2.2854  -0.20
F -0.9893 5.4774 -3.1978  0.06
C -3.1710 6.1214 -2.7812  -0.14
F -3.2806 6.4463 -4.0893  0.10
C -4.2135 6.2454 -1.8707  -0.12
F -5.3942 6.7485 -2.3314  0.09
C -4.0761 5.8770 -0.5538  -0.15
F -5.1457 5.9065 0.2589  0.11
C -2.8400 5.5001 -0.0965  -0.22
F -2.6805 5.4027 1.2664  0.05
C -1.9533 -1.0201 -2.9056  -0.06
N -0.8079 -1.0043 -3.7633  -0.15
C -1.2215 -1.2835 -5.1093  -0.10
C 0.4291 -1.0180 -3.2851  -0.49
O 0.7897 -0.3788 -2.1696  0.04
N 1.4303 -1.4695 -3.9893  -0.12
C 1.3527 -2.5369 -4.9904  -0.07
C 2.7696 -0.7830 -3.8048  -0.01
H -2.7648 -1.6863 -3.1095  0.08
H -2.4043 -0.0221 -2.8587  0.10
H -1.6082 -1.2815 -1.9119  0.08
H -2.2333 -0.9110 -5.2864  0.09
H -1.3065 -2.3467 -5.3207  0.07
H -0.5773 -0.7466 -5.8380  0.11
H 1.5193 -3.5198 -4.5945  0.06
H 2.1567 -2.3147 -5.7024  0.09
H 0.4182 -2.6241 -5.5364  0.04
H 1.7387 -0.0555 -2.2193  0.10
H 2.7242 0.2212 -3.4879  0.05
H 3.4754 -0.8096 -4.6396  0.09

Results
HOMO-LUMO gap (alpha / beta)	3.3 / 4.7	eV
molecular weight	1460.45	g/mol
spin multiplicity	1
total charge	-2
DFT total energy	-242035.387	eV
energy above the lowest of the compared OMol25 structures with the same formula, charge and spin	108.7	kcal/mol
HOMO energy (alpha / beta)	-0.208 / -1.663	eV

---

C15H24BiF4N2O3P | ωB97M-V with the def2-TZVPD basis set

Last column: natural (NBO) charge in e.
CARTESIAN COORDINATES (ANGSTROEM)
Bi 0.4079 -0.6049 -1.4268  1.65
C -2.8785 -1.9765 -1.3375  -0.64
C -2.6009 -1.0545 -0.1761  -0.24
N -1.6165 0.0069 -0.5070  -0.49
C -2.1601 0.9296 -1.6073  -0.25
C -3.3704 1.7516 -1.1452  -0.63
C -1.2402 0.7602 0.7128  -0.25
C -0.1935 1.7871 0.4125  -0.25
N 0.7775 1.2653 -0.5832  -0.82
C 1.5292 2.2696 -1.2499  -0.01
C 1.4506 2.4256 -2.6236  0.31
F 0.7492 1.4965 -3.3520  -0.34
C 2.0159 3.4803 -3.3186  0.35
F 1.8254 3.5306 -4.6410  -0.28
C 2.7500 4.4364 -2.6447  -0.29
C 2.8256 4.3043 -1.2668  0.37
F 3.4214 5.2587 -0.6143  -0.26
C 2.3311 3.1997 -0.5857  0.31
F 2.4588 3.1036 0.7508  -0.29
H -3.4015 -2.8796 -0.9959  0.27
H -3.5081 -1.5411 -2.1015  0.24
H -1.9559 -2.3763 -1.7539  0.19
H -3.5501 -0.5862 0.1323  0.23
H -2.2035 -1.5777 0.6839  0.22
H -1.3159 1.5763 -1.9279  0.23
H -2.4418 0.2509 -2.4069  0.22
H -3.0661 2.4342 -0.3748  0.22
H -3.7014 2.3303 -2.0114  0.27
H -4.1532 1.0406 -0.8718  0.22
H -2.1325 1.2353 1.1300  0.25
H -0.8755 0.0331 1.4295  0.22
H -0.6554 2.7255 0.0583  0.22
H 0.3482 2.0230 1.3275  0.25
H 3.2285 5.2315 -3.1580  0.28
C 1.2782 -1.2165 3.5323  -0.27
O 1.2767 -0.9243 2.1108  -0.83
P 0.9062 -1.9885 1.0261  1.88
O -0.1672 -2.8863 1.7280  -0.85
C -0.2526 -4.2957 1.9553  -0.26
O 2.1558 -2.8780 0.6310  -0.82
C 3.0287 -3.4443 1.6511  -0.26
H 2.2551 -1.6775 3.8541  0.21
H 0.4739 -1.9202 3.8048  0.21
H 1.1551 -0.2555 4.0445  0.23
H -1.2799 -4.4988 2.3015  0.23
H 0.3934 -4.6239 2.7578  0.21
H -0.0159 -4.8507 1.0475  0.21
H 3.8699 -3.8484 1.0814  0.24
H 2.5574 -4.2840 2.1276  0.20
H 3.2670 -2.6974 2.3906  0.20

Results
HOMO-LUMO gap	6.9	eV
molecular weight	596.31	g/mol
spin multiplicity	1
total charge	+2
DFT total energy	-51049.736	eV
energy above the lowest of the compared OMol25 structures with the same formula, charge and spin	0.0	kcal/mol
HOMO energy	-14.620	eV

---

C2H7N3O | ωB97M-V with the def2-TZVPD basis set

Last column: natural (NBO) charge in e.
CARTESIAN COORDINATES (ANGSTROEM)
C 1.3608 0.7803 1.7477  -0.43
C -0.2385 -1.2125 -0.6031  0.20
H 2.2307 0.0056 1.8012  0.25
H 0.3255 0.7380 2.4035  0.22
H 1.6568 1.8080 1.8935  0.21
H 1.3629 1.2469 -0.3758  0.41
H -0.1812 -2.2207 -1.0150  0.20
H -2.1358 -1.1384 -0.5580  0.37
H -0.3747 0.5448 0.1492  0.46
N 0.7219 0.5735 0.3348  -0.45
N 0.9781 -0.6804 -0.3588  -0.46
N -1.3539 -0.6018 -0.7604  -0.29
O -1.5052 0.8212 -0.7094  -0.67

Results
structure (SMILES)	C[NH2+]/N=C\N[O-]
HOMO-LUMO gap	8.6	eV
molecular weight	89.10	g/mol
spin multiplicity	1
total charge	0
DFT total energy	-8699.438	eV
energy above the lowest of the compared OMol25 structures with the same formula, charge and spin	157.7	kcal/mol
HOMO energy	-7.909	eV

---

C15H27N3O3Pt | ωB97M-V with the def2-TZVPD basis set

Last column: Mulliken spin population.
CARTESIAN COORDINATES (ANGSTROEM)
C -0.6892 -1.7893 -3.3713  0.05
C -1.3473 -1.0237 -4.4479  0.05
H -0.5848 -2.8749 -3.5225  0.00
H 0.3179 -1.3184 -3.1713  -0.01
C -1.4737 0.3391 -4.4155  -0.07
C -1.3417 0.8537 -3.0552  0.37
H -2.2454 0.4884 -2.3359  0.00
H -0.9439 1.9468 -2.9768  0.00
C -1.9528 -1.7101 -5.6732  0.01
H -1.8535 -2.8085 -5.6537  0.00
H -1.4392 -1.2884 -6.5734  0.00
H -3.0295 -1.4152 -5.7272  0.00
C -2.0199 1.1131 -5.6101  0.02
H -3.0540 0.8248 -5.7932  -0.01
H -1.4491 0.9280 -6.5196  0.00
H -1.9967 2.1744 -5.3891  0.00
Pt -0.4934 0.0955 2.9720  0.68
O -0.1492 -0.5580 1.0015  0.15
C 0.4022 0.0141 -0.0716  0.20
O 1.8148 0.6855 2.4382  0.00
C 1.9873 1.3008 1.3654  -0.01
O 2.8533 2.2898 1.2811  0.00
N 1.3254 1.0589 0.1690  0.01
C 2.9921 2.6533 -0.1646  0.00
C 1.9717 1.8062 -0.9329  0.03
H 4.0200 2.3867 -0.4829  0.00
H 2.8379 3.7526 -0.2610  0.00
H 2.5525 1.1097 -1.5716  -0.01
H 1.2362 2.3719 -1.5262  -0.01
C -0.0249 -0.2985 -1.4368  0.30
C -0.9259 -1.3593 -1.6853  -0.03
H 0.4524 0.2892 -2.2185  0.02
H -0.8611 -2.1752 -0.8846  0.02
H -1.9852 -1.3645 -2.1958  0.07
N 0.8219 -1.3964 3.6778  0.15
C 0.5551 -1.8393 5.0794  -0.01
C 0.7763 -0.7521 6.1430  0.00
C 0.2744 0.6410 5.8416  0.01
N -0.8785 0.6512 4.8872  0.01
H 1.7828 -1.0491 3.5619  -0.01
H 0.7236 -2.1772 3.0400  -0.01
H -0.4781 -2.2003 5.0993  0.00
H 1.2069 -2.6927 5.3065  0.01
H 0.3286 -1.1223 7.0816  0.00
H 1.8478 -0.6984 6.3800  0.00
H -0.0469 1.1174 6.7704  0.00
H 1.0463 1.2585 5.4010  0.00
H -1.2110 1.6122 4.8605  0.00
H -1.6523 0.1489 5.3105  0.00

Results
HOMO-LUMO gap (alpha / beta)	3.0 / 4.4	eV
molecular weight	492.48	g/mol
spin multiplicity	3
total charge	+2
DFT total energy	-29829.440	eV
HOMO energy (alpha / beta)	-12.002 / -13.466	eV